No. 1
The following is a quantum chemistry calculation of a 9-piece molecular cluster, C56H57F8O8P overall in a non-equilibrium geometry, from the OMol25 dataset.

Bonds (Å) are listed after each position.
Atoms and positions in Å:
1 C 2.0688 0.1521 -2.6110  O10 1.422, H44 1.096, C60 1.523, H77 1.099
2 C -0.1073 2.4181 10.8156  H47 1.081, C66 1.380, C112 1.388
3 H -6.3881 -4.2958 -6.0781  C88 1.082
4 H 0.5682 -0.4440 12.4984  C65 1.081
5 P -2.6093 -3.0467 -1.1136  O19 1.635, O73 1.610, O111 1.712
6 C 1.1862 -2.5269 -7.4838  C71 1.388, C90 1.389, H95 1.082
7 C -2.1305 4.3384 -6.5195  C25 1.389, C94 1.388, H114 1.081
8 F 3.6372 -0.0506 2.3315  C58 1.354
9 H -0.1706 0.2294 4.6660  C79 1.082
10 O 0.8026 0.3736 -2.0024  C1 1.422, C40 1.415
11 C -1.6544 3.9235 5.7915  C37 1.386, C83 1.388, H97 1.081
12 F -6.9268 0.1198 -6.6536  C32 1.353
13 C -0.5183 -2.2291 -5.3060  H26 1.082, C27 1.386, C53 1.378
14 C 3.6739 0.6604 4.5826  C36 1.389, C58 1.379, H101 1.082
15 C 4.8376 -1.7290 -0.1813  H28 1.095, H76 1.093, H96 1.092, C100 1.527
16 H 0.5881 -3.0839 1.9381  C39 1.083
17 H 8.4796 -0.4709 -6.1051  C49 1.082
18 H -2.7615 1.5257 0.6515  C115 1.100
19 O -2.4690 -3.4069 -2.7022  P5 1.635, H81 0.971
20 H -0.8378 6.0455 -6.6571  C25 1.082
21 C -6.2858 -0.7448 -4.5625  H30 1.082, C32 1.380, C48 1.388
22 C -0.8242 0.4812 9.5524  C66 1.380, H68 1.082, C72 1.388
23 H -3.2246 3.0386 6.9507  C83 1.081
24 F 7.6375 -1.6428 -1.8595  C35 1.349
25 C -1.0920 5.1568 -6.0949  C7 1.389, H20 1.082, C108 1.388
26 H -1.1570 -2.1430 -4.4375  C13 1.082
27 C -0.4703 -1.2546 -6.2906  C13 1.386, C90 1.389, H121 1.078
28 H 5.3382 -2.0310 -1.1071  C15 1.095
29 C -1.0244 -3.4638 4.8647  C34 1.381, C61 1.380, F82 1.351
30 H -6.2608 0.2607 -4.1637  C21 1.082
31 H -0.4638 -1.4152 10.4725  C72 1.082
32 C -6.6285 -0.9512 -5.8833  F12 1.353, C21 1.380, C99 1.380
33 O 2.4938 -1.3033 -0.7900  C60 1.414, C100 1.417
34 C -0.0924 -3.7012 3.8739  C29 1.381, C39 1.387, H109 1.082
35 C 7.5261 -0.7922 -2.9000  F24 1.349, C67 1.381, C124 1.380
36 C 2.9622 0.9399 5.7427  C14 1.389, H42 1.082, C126 1.389
37 C -1.1177 4.1016 4.5259  C11 1.386, C70 1.381, H91 1.082
38 H 1.0935 -0.2547 2.5850  C106 1.081
39 C -0.1287 -2.9146 2.7315  H16 1.083, C34 1.387, C52 1.388
40 C 0.8187 1.3847 -1.0125  O10 1.415, H50 1.100, H51 1.098, C105 1.499
41 H 1.0374 1.0040 6.6901  C126 1.082
42 H 3.4936 1.2757 6.6236  C36 1.082
43 H 6.3240 0.5705 -1.7782  C67 1.082
44 H 1.9537 0.2187 -3.6986  C1 1.096
45 H -6.9533 -2.3221 -7.4878  C99 1.082
46 C -1.7431 2.8721 -4.6493  C94 1.388, H113 1.082, C128 1.379
47 H -0.0151 3.4935 10.8834  C2 1.081
48 C -5.9782 -1.8471 -3.7771  C21 1.388, H62 1.081, C64 1.388
49 C 8.0076 -0.2358 -5.1604  H17 1.082, C63 1.388, C124 1.388
50 H 1.3845 1.0264 -0.1394  C40 1.100
51 H 1.2863 2.3047 -1.3883  C40 1.098
52 C -1.0779 -1.9103 2.5973  C39 1.388, H104 1.077, C123 1.388
53 C 0.2932 -3.3345 -5.4398  C13 1.378, C71 1.379, F118 1.357
54 H -0.8638 -1.6579 -1.3068  O73 0.980
55 H 8.7073 -2.0302 -4.1770  C124 1.081
56 H -3.4038 2.3518 2.7197  C80 1.082
57 F -0.0421 3.3992 -3.1220  C128 1.353
58 C 2.9708 0.2365 3.4744  F8 1.354, C14 1.379, C106 1.380
59 H 3.6691 -1.2593 -2.5146  C60 1.100
60 C 2.6181 -1.2059 -2.1952  C1 1.523, O33 1.414, H59 1.100, H119 1.096
61 C -1.9846 -2.4789 4.7581  C29 1.380, H86 1.082, C123 1.389
62 H -5.7104 -1.7046 -2.7398  C48 1.081
63 C 7.2744 0.9350 -5.0218  C49 1.388, H89 1.082, C129 1.388
64 C -6.0137 -3.1243 -4.3200  C48 1.388, C88 1.388, H130 1.082
65 C 0.2145 0.2033 11.7075  H4 1.081, C72 1.388, C112 1.388
66 C -0.6827 1.8460 9.6999  C2 1.380, C22 1.380, F69 1.352
67 C 6.7892 0.3636 -2.7324  C35 1.381, H43 1.082, C129 1.388
68 H -1.2822 0.0805 8.6579  C22 1.082
69 F -1.1211 2.6509 8.7066  C66 1.352
70 C -1.7660 3.5311 3.4488  C37 1.381, C80 1.382, F117 1.354
71 C 1.1486 -3.5121 -6.5066  C6 1.388, C53 1.379, H122 1.082
72 C -0.3664 -0.3424 10.5709  C22 1.388, H31 1.082, C65 1.388
73 O -1.1213 -2.4892 -0.8570  P5 1.610, H54 0.980
74 H -0.7046 2.4205 0.1482  C105 1.094
75 H 0.4135 -0.6375 -8.1453  C90 1.082
76 H 5.3778 -2.2081 0.6394  C15 1.093
77 H 2.7810 0.9133 -2.2621  C1 1.099
78 H 0.7923 2.0088 12.7121  C112 1.082
79 C 0.9036 0.3569 4.6471  H9 1.082, C106 1.387, C126 1.389
80 C -2.9291 2.7968 3.5841  H56 1.082, C70 1.382, C92 1.389
81 H -1.5648 -3.7273 -2.8557  O19 0.971
82 F -0.9977 -4.2270 5.9796  C29 1.351
83 C -2.8185 3.1864 5.9594  C11 1.388, H23 1.081, C92 1.388
84 H -3.0651 0.9579 -1.0093  C115 1.104
85 H -2.7452 -0.9155 3.5061  C123 1.083
86 H -2.6990 -2.3354 5.5577  C61 1.082
87 H -3.2717 2.5663 -6.1160  C94 1.082
88 C -6.3621 -3.3016 -5.6519  H3 1.082, C64 1.388, C99 1.388
89 H 7.1767 1.6149 -5.8573  C63 1.082
90 C 0.3800 -1.4007 -7.3790  C6 1.389, C27 1.389, H75 1.082
91 H -0.2013 4.6536 4.3664  C37 1.082
92 C -3.4524 2.6263 4.8594  C80 1.389, C83 1.388, H120 1.082
93 H 6.0990 2.1445 -3.6952  C129 1.082
94 C -2.4563 3.2010 -5.7939  C7 1.388, C46 1.388, H87 1.082
95 H 1.8475 -2.6437 -8.3320  C6 1.082
96 H 4.8877 -0.6416 -0.0901  C15 1.092
97 H -1.1560 4.3505 6.6507  C11 1.081
98 H 3.0361 -2.2696 0.8780  C100 1.096
99 C -6.6759 -2.2089 -6.4486  C32 1.380, H45 1.082, C88 1.388
100 C 3.3863 -2.2044 -0.1585  C15 1.527, O33 1.417, H98 1.096, H116 1.102
101 H 4.7496 0.7632 4.5354  C14 1.082
102 O -1.2312 0.4607 -0.2272  C105 1.439, C115 1.388
103 C -4.1028 -1.0107 -0.3784  O107 1.172, O111 1.364, O125 1.363
104 H -1.0917 -1.2991 1.7105  C52 1.077
105 C -0.6057 1.6843 -0.6550  C40 1.499, H74 1.094, O102 1.439, H110 1.098
106 C 1.5991 0.0826 3.4785  H38 1.081, C58 1.380, C79 1.387
107 O -5.2644 -0.9339 -0.2439  C103 1.172
108 C -0.3766 4.8471 -4.9469  C25 1.388, H127 1.081, C128 1.379
109 H 0.6409 -4.4858 4.0033  C34 1.082
110 H -1.1306 2.0481 -1.5476  C105 1.098
111 O -3.5247 -1.6380 -1.4421  P5 1.712, C103 1.364
112 C 0.3416 1.5805 11.8269  C2 1.388, C65 1.388, H78 1.082
113 H -1.9762 1.9911 -4.0656  C46 1.082
114 H -2.6884 4.5897 -7.4111  C7 1.081
115 C -2.5880 0.6954 -0.0491  H18 1.100, H84 1.104, O102 1.388, O125 1.424
116 H 3.3001 -3.2165 -0.5857  C100 1.102
117 F -1.2112 3.6911 2.2238  C70 1.354
118 F 0.2474 -4.2792 -4.4670  C53 1.357
119 H 2.0726 -2.0170 -2.6914  C60 1.096
120 H -4.3519 2.0399 4.9910  C92 1.082
121 H -1.0958 -0.3809 -6.2087  C27 1.078
122 H 1.7683 -4.3967 -6.5627  C71 1.082
123 C -2.0023 -1.6968 3.6103  C52 1.388, C61 1.389, H85 1.083
124 C 8.1401 -1.1132 -4.0936  C35 1.380, C49 1.388, H55 1.081
125 O -3.2107 -0.4644 0.4947  C103 1.363, C115 1.424
126 C 1.5824 0.7880 5.7802  C36 1.389, H41 1.082, C79 1.389
127 H 0.4291 5.4743 -4.5903  C108 1.081
128 C -0.7179 3.7048 -4.2534  C46 1.379, F57 1.353, C108 1.379
129 C 6.6684 1.2314 -3.8086  C63 1.388, C67 1.388, H93 1.082
130 H -5.7665 -3.9792 -3.7051  C64 1.082

Calculated values
frontier orbital gap = 9.506 eV
2S+1 = 1
maximum force = 1.531 eV Å⁻¹
total charge = 0
structure (SMILES) = CCOCCOCCOCOC(=O)OP(O)O.Fc1ccccc1.Fc1ccccc1.Fc1ccccc1.Fc1ccccc1.Fc1ccccc1.Fc1ccccc1.Fc1ccccc1.Fc1ccccc1
HOMO = -8.99 eV

No. 2
The following is a quantum chemistry calculation of a 5-piece molecular cluster, C56H59BrClN4O14P overall in a non-equilibrium geometry, from the OMol25 dataset.

Bonds (Å) are listed after each position.
Atoms and positions in Å:
1 C 0.0387 6.2054 -0.7416  C2 1.394, C3 1.393, N31 1.465
2 C -1.3544 6.2498 -0.7238  C1 1.394, H34 1.085, C72 1.391
3 C 0.7869 7.3504 -1.0080  C1 1.393, H17 1.085, C36 1.391
4 C 2.3772 -5.2101 -1.2458  C35 1.631, C50 1.602, H84 1.154, H118 1.157
5 C -4.1629 1.8078 -1.5935  C37 1.605, H100 1.160, H108 1.152, C132 1.623
6 C -5.3986 -2.5177 -2.8814  Cl11 1.848, C95 1.566, C105 1.575
7 C -1.2597 8.6062 -1.2230  H33 1.086, C36 1.392, C72 1.392
8 C -4.9864 4.4127 6.0946  C32 1.394, H44 1.084, C115 1.392
9 O 1.6264 -1.3537 3.3966  N76 1.224
10 O -2.7338 -3.7555 -4.7398  C20 1.457, C123 1.461
11 Cl -6.5994 -2.9530 -4.2171  C6 1.848
12 H -4.5520 -4.7177 -4.3501  C123 1.160
13 C -1.3235 -4.2066 -6.7044  C20 1.617, H29 1.156, H93 1.141, H112 1.148
14 C 4.3538 -0.7549 -0.5080  C58 1.440, C65 1.608, H81 1.139
15 C -5.4310 0.2345 0.2085  C37 1.636, H91 1.149, C127 1.594, H134 1.147
16 H 1.6725 -2.0610 7.2476  C120 1.085
17 H 1.8709 7.3229 -1.0284  C3 1.085
18 H -3.9825 0.7653 5.2564  C66 1.085
19 H -3.1841 -5.3304 -3.2885  C123 1.141
20 C -2.3086 -4.8543 -5.5972  O10 1.457, C13 1.617, H30 1.160, H90 1.147
21 P -0.3769 0.7298 2.4159  O49 1.726, O86 1.717, C106 1.887
22 O -1.5969 -4.7588 -1.4833  C69 1.259
23 H 4.8489 1.1375 0.6246  C58 1.142
24 H 7.2075 -2.3063 -2.8560  C125 1.085
25 C 3.4572 -0.9739 7.7170  H51 1.085, C71 1.392, C120 1.391
26 H -7.5146 -0.0718 -3.1400  C68 1.150
27 H 0.2091 3.2660 -2.6328  C73 1.143
28 O -3.0332 -0.9701 1.7940  C97 1.256
29 H -0.2803 -4.1569 -6.2089  C13 1.156
30 H -1.6503 -5.5345 -4.9269  C20 1.160
31 N 0.7241 4.9411 -0.4646  C1 1.465, O56 1.222, O77 1.223
32 C -5.1867 3.8976 4.8149  C8 1.394, C45 1.391, N99 1.462
33 H -1.7681 9.5484 -1.4043  C7 1.086
34 H -1.9440 5.3617 -0.5229  C2 1.085
35 C 1.4854 -4.0268 -1.9275  C4 1.631, Br101 2.025, C131 1.595, H133 1.142
36 C 0.1311 8.5530 -1.2496  C3 1.391, C7 1.392, H54 1.085
37 C -4.5727 1.6022 -0.0555  C5 1.605, C15 1.636, H74 1.148, H128 1.144
38 C 4.5722 0.1087 5.8688  C71 1.392, C75 1.391, H126 1.085
39 H 4.0676 -6.5915 -1.6672  C50 1.157
40 H -1.9048 3.4518 -2.9238  C122 1.154
41 O -5.9745 4.2291 2.6808  N99 1.223
42 H 10.5829 0.3225 -2.6794  C82 1.086
43 H 5.4255 -0.5140 1.4845  C58 1.155
44 H -5.2604 5.4326 6.3414  C8 1.084
45 C -4.8257 2.5903 4.5069  C32 1.391, C66 1.388, H104 1.085
46 C -0.4996 -2.6788 -0.5493  C69 1.610, C107 1.575, C131 1.562
47 C 10.4102 -1.0751 -1.0551  C82 1.392, C88 1.391, H98 1.085
48 C 1.5479 -0.9207 0.9276  H52 1.146, C61 1.573, C106 1.549
49 O -0.9587 0.1141 3.9198  P21 1.726, H92 0.995
50 C 3.6927 -5.5783 -2.0824  C4 1.602, H39 1.157, H96 1.149, H135 1.146
51 H 3.4063 -1.2063 8.7755  C25 1.085
52 H 2.3311 -0.2698 1.4536  C48 1.146
53 C -8.3366 -0.9302 -1.2227  H63 1.148, C68 1.436, H85 1.139
54 H 0.7041 9.4511 -1.4551  C36 1.085
55 O 6.7714 -4.0560 -1.2069  N116 1.223
56 O 0.0333 3.9548 -0.2542  N31 1.222
57 H 5.2552 0.1895 7.9055  C71 1.086
58 C 4.8966 -0.0032 0.5937  C14 1.440, H23 1.142, H43 1.155
59 C -4.0674 2.2885 6.7731  C66 1.392, H67 1.086, C115 1.393
60 H 3.9567 -2.9724 -0.9621  C65 1.139
61 C 2.0294 -2.0285 -0.0805  C48 1.573, C65 1.610, C131 1.576
62 H 0.8964 1.1461 -1.5553  C78 1.151
63 H -9.4153 -1.2097 -1.4987  C53 1.148
64 C -3.5592 -1.7074 -0.5401  C94 1.579, C97 1.618, C127 1.579
65 C 3.6265 -2.1619 -0.2326  C14 1.608, H60 1.139, C61 1.610, H121 1.160
66 C -4.2646 1.7867 5.4900  H18 1.085, C45 1.388, C59 1.392
67 H -3.6340 1.6549 7.5411  C59 1.086
68 C -7.3049 -0.6863 -2.1909  H26 1.150, C53 1.436, C105 1.613
69 C -1.6900 -3.5312 -1.2181  O22 1.259, C46 1.610, C94 1.610
70 C 8.8467 -0.9276 -2.8890  C82 1.392, C125 1.391, H130 1.085
71 C 4.4981 -0.1906 7.2262  C25 1.392, C38 1.392, H57 1.086
72 C -2.0015 7.4574 -0.9637  C2 1.391, C7 1.392, H136 1.085
73 C 0.3521 2.3925 -3.3557  H27 1.143, C78 1.630, H80 1.156, O129 1.442
74 H -5.2135 2.5061 0.2462  C37 1.148
75 C 3.6012 -0.3699 4.9961  C38 1.391, H103 1.085, C114 1.394
76 N 1.5180 -1.6297 4.5846  O9 1.224, C114 1.463, O117 1.225
77 O 1.9474 4.9448 -0.4561  N31 1.223
78 C 1.3533 1.3581 -2.5907  H62 1.151, C73 1.630, H79 1.151, H111 1.141
79 H 2.3847 1.8317 -2.3983  C78 1.151
80 H 0.9692 2.8082 -4.2408  C73 1.156
81 H 4.4904 -0.3540 -1.5657  C14 1.139
82 C 10.0000 -0.4855 -2.2474  H42 1.086, C47 1.392, C70 1.392
83 H -1.9838 1.8870 -0.9786  C132 1.154
84 H 2.5909 -4.8734 -0.1626  C4 1.154
85 H -8.1039 -0.8036 -0.1145  C53 1.139
86 O -1.4419 1.8895 1.7303  P21 1.717, H102 0.983
87 O -6.0891 5.8840 4.0732  N99 1.223
88 C 9.6709 -2.1150 -0.5017  C47 1.391, C109 1.394, H119 1.084
89 H -4.2695 3.9879 8.0768  C115 1.085
90 H -3.1760 -5.4463 -6.0587  C20 1.147
91 H -6.5268 0.5359 0.0368  C15 1.149
92 H -0.6024 -0.8035 4.0685  O49 0.995
93 H -1.3249 -4.8299 -7.6603  C13 1.141
94 C -3.1079 -2.8416 -1.5418  C64 1.579, C69 1.610, C95 1.544
95 C -4.0242 -3.2490 -2.7161  C6 1.566, C94 1.544, C123 1.593
96 H 4.5343 -4.8153 -1.9105  C50 1.149
97 C -2.5709 -1.3564 0.6924  O28 1.256, C64 1.618, C107 1.620
98 H 11.3093 -0.7253 -0.5585  C47 1.085
99 N -5.7951 4.7333 3.7806  C32 1.462, O41 1.223, O87 1.223
100 H -4.3044 2.9374 -1.8165  C5 1.160
101 Br 2.4980 -3.0379 -3.3758  C35 2.025
102 H -1.8766 2.4333 2.4238  O86 0.983
103 H 3.6704 -0.1294 3.9406  C75 1.085
104 H -4.9761 2.1842 3.5121  C45 1.085
105 C -5.8641 -1.3597 -1.9205  C6 1.575, C68 1.613, C127 1.564
106 C 0.0473 -0.6627 1.2144  P21 1.887, C48 1.549, C107 1.565
107 C -0.9820 -1.5682 0.4586  C46 1.575, C97 1.620, C106 1.565
108 H -4.8610 1.2711 -2.3366  C5 1.152
109 C 8.5227 -2.5600 -1.1546  C88 1.394, N116 1.465, C125 1.393
110 H -2.8737 2.3003 -3.9712  C122 1.159
111 H 1.5317 0.4045 -3.1921  C78 1.141
112 H -1.7128 -3.1472 -6.9114  C13 1.148
113 O 8.1411 -4.1535 0.4656  N116 1.223
114 C 2.5558 -1.1450 5.4955  C75 1.394, N76 1.463, C120 1.394
115 C -4.4256 3.6001 7.0756  C8 1.392, C59 1.393, H89 1.085
116 N 7.7544 -3.6713 -0.5893  O55 1.223, C109 1.465, O113 1.223
117 O 0.5957 -2.2794 5.0612  N76 1.225
118 H 1.6749 -6.1279 -1.1820  C4 1.157
119 H 10.0012 -2.5659 0.4276  C88 1.084
120 C 2.4800 -1.4545 6.8522  H16 1.085, C25 1.391, C114 1.394
121 H 4.0038 -2.5014 0.8102  C65 1.160
122 C -2.0403 2.3316 -3.1668  H40 1.154, H110 1.159, O129 1.445, C132 1.615
123 C -3.6135 -4.3826 -3.7566  O10 1.461, H12 1.160, H19 1.141, C95 1.593
124 H -2.4186 0.4040 -2.0697  C132 1.141
125 C 8.1026 -1.9689 -2.3445  H24 1.085, C70 1.391, C109 1.393
126 H 5.3866 0.7185 5.4917  C38 1.085
127 C -4.9293 -0.9472 -0.7365  C15 1.594, C64 1.579, C105 1.564
128 H -3.6886 1.5568 0.6694  C37 1.144
129 O -0.8668 1.7428 -3.7715  C73 1.442, C122 1.445
130 H 8.5301 -0.4623 -3.8166  C70 1.085
131 C 1.0080 -2.9314 -0.8713  C35 1.595, C46 1.562, C61 1.576
132 C -2.5932 1.5168 -1.8866  C5 1.623, H83 1.154, C122 1.615, H124 1.141
133 H 0.6343 -4.5518 -2.4782  C35 1.142
134 H -5.3360 0.0131 1.3304  C15 1.147
135 H 3.4559 -5.7719 -3.1869  C50 1.146
136 H -3.0853 7.5044 -0.9456  C72 1.085

Calculated values
frontier orbital gap = 6.487 eV
2S+1 = 1
maximum force = 5.059 eV Å⁻¹
relative energy (zero: lowest compared OMol25 entry of this formula, charge and spin) = 881.1 kJ/mol
total charge = 0
structure (SMILES) = C=CCc1cc(P(O)O)c2c(c1[C@@H](Br)CC)C(=O)c1c(COCC)c(Cl)c(C=C)c(CCCCCOCC)c1C2=O.O=[N+]([O-])c1ccccc1.O=[N+]([O-])c1ccccc1.O=[N+]([O-])c1ccccc1.O=[N+]([O-])c1ccccc1
HOMO = -7.53 eV

Values for DFT total energy, Ha, ordered as above
-3910.34080; -6816.31207